A molecular structure, C47H51N3O4P3PtS3Se2Si. Source: the OMol25 dataset; level of theory: ωB97M-V/def2-TZVPD.

CARTESIAN COORDINATES (ANGSTROEM)
Pt 0.71808 -1.38220 1.94763
O -0.94648 -1.58548 4.94497
S 0.02696 -2.48841 4.39698
O 0.48932 -3.49968 5.30366
O 1.24451 -1.65760 3.87282
O -0.45907 -3.01586 3.05792
Se -2.14455 -0.77144 -4.72534
P -1.03095 0.52218 -3.49879
C 0.67120 0.69780 -4.11951
C 1.34529 -0.48727 -4.41494
C 2.60089 -0.45180 -4.98738
C 3.19840 0.76765 -5.27980
C 2.54247 1.94723 -4.97774
C 1.28267 1.91181 -4.39665
C -1.76304 2.17012 -3.45110
C -2.48108 2.62608 -2.35511
C -3.15573 3.83572 -2.43720
C -3.11919 4.58670 -3.59784
C -2.41742 4.12320 -4.70165
C -1.75623 2.91339 -4.63177
C -0.79954 -0.08641 -1.80573
C 0.02732 0.18462 -0.70585
N -0.31587 -0.74555 0.23588
N -1.27074 -1.50504 -0.25248
N -1.58268 -1.12311 -1.44661
P 1.03161 1.53868 -0.06241
Se 1.75321 0.97521 1.87139
C 2.45883 1.90328 -1.10731
C 3.12352 0.85093 -1.72203
C 4.36344 1.04466 -2.30287
C 4.95727 2.29458 -2.26374
C 4.30666 3.35014 -1.63874
C 3.06700 3.15846 -1.05506
C 0.03535 3.04183 0.08328
C -0.78391 3.15699 1.20707
C -1.55575 4.29323 1.39244
C -1.50281 5.31938 0.46396
C -0.70935 5.20187 -0.66979
C 0.04667 4.06117 -0.86900
H 0.86255 -1.43719 -4.21894
H 3.11346 -1.37655 -5.21418
H 4.17817 0.79509 -5.73590
H 3.00749 2.89880 -5.19333
H 0.77712 2.83922 -4.17205
H -2.52935 2.04982 -1.43724
H -3.70478 4.18664 -1.57956
H -3.64242 5.53168 -3.64719
H -2.40194 4.69436 -5.61941
H -1.25009 2.52795 -5.50842
H 2.67599 -0.13522 -1.72701
H 4.86764 0.21292 -2.77264
H 5.92857 2.44690 -2.71319
H 4.77413 4.32373 -1.58748
H 2.60443 3.97684 -0.52262
H -0.80809 2.37047 1.95819
H -2.17766 4.35676 2.27485
H -2.09467 6.21219 0.61612
H -0.68994 5.98909 -1.40929
H 0.63731 3.96708 -1.76761
C 2.15039 -4.42429 2.53452
Si 2.36699 -2.98726 1.35268
C 2.09899 -3.77488 -0.40883
C 0.60528 -3.98116 -0.65743
C 2.74501 -5.17368 -0.40444
C 2.66105 -3.01775 -1.60639
C 4.11424 -2.20546 1.67367
C 4.16456 -1.54712 3.05747
C 5.16579 -3.32537 1.67716
C 4.53207 -1.15560 0.64431
H 2.99741 -5.10392 2.41773
H 1.23178 -4.96538 2.32272
H 2.09351 -4.12278 3.57683
H 0.09320 -4.45793 0.17741
H 0.47177 -4.61456 -1.53946
H 0.09829 -3.04676 -0.85169
H 2.25905 -5.84845 0.29353
H 3.80705 -5.16280 -0.17018
H 2.63674 -5.60095 -1.40561
H 2.20737 -2.03103 -1.70366
H 2.41879 -3.56707 -2.52116
H 3.74314 -2.90507 -1.57354
H 3.83641 -2.21449 3.85124
H 3.54718 -0.65568 3.11431
H 5.19861 -1.25094 3.26195
H 5.00789 -4.03862 2.48380
H 6.15249 -2.87583 1.82582
H 5.20329 -3.87549 0.73774
H 3.78805 -0.36830 0.54860
H 4.71944 -1.57685 -0.34165
H 5.46010 -0.67679 0.97085
S -3.74574 2.97884 3.64553
P -3.51882 1.06948 3.27293
S -1.57351 0.37564 3.25918
C -4.52819 0.02445 4.36574
C -4.03187 -1.05340 5.07692
C -4.88693 -1.79650 5.88371
C -6.22788 -1.46723 5.97772
C -6.72611 -0.38496 5.26237
C -5.88050 0.35959 4.46287
C -4.23025 0.59290 1.65420
C -4.97956 1.48279 0.89684
C -5.55712 1.06036 -0.29271
C -5.35796 -0.23162 -0.74956
C -4.59125 -1.11732 -0.00291
C -4.03878 -0.71013 1.19752
H -2.98736 -1.31532 5.01170
H -4.48952 -2.63607 6.43896
H -6.88834 -2.05006 6.60785
H -7.77316 -0.11889 5.33580
H -6.26197 1.21408 3.91640
H -5.12826 2.49074 1.26767
H -6.16278 1.74654 -0.87101
H -5.79062 -0.55004 -1.68843
H -4.41262 -2.12038 -0.36237
H -3.43104 -1.39888 1.77012

Results
Relative energy (zero: lowest compared OMol25 entry of this formula, charge and spin) = 73.8 kcal per mole
HOMO level = -4.399 eV
Kohn-Sham gap = 4.62 eV
Charge = -1
M = 1292.1 g mol⁻¹
E_LUMO = 0.218 eV